Entry 1:
Here is a molecular structure, C32H27N8NiS from OMol25. Energies are from the ωB97M-V functional and the def2-TZVPD basis.

Calculated values
**Maximum force**: 0.695 eV/A
**Molecular weight**: 614.38 g/mol
**E**: -97417.6178 eV

ORCA input file:
```
! wB97M-V def2-TZVPD RIJCOSX def2/J DEFGRID3
* xyz 1 3
Ni -0.141 -0.206 0.486
C -3.073 3.732 -4.468
C -2.641 2.589 -3.592
C -2.224 1.365 -4.109
C -1.783 0.362 -3.276
C -1.756 0.486 -1.873
N -1.260 -0.554 -1.089
C -1.582 -1.863 -1.444
C -2.887 -2.184 -1.867
C -3.277 -3.464 -2.189
C -2.388 -4.531 -2.077
C -2.792 -5.951 -2.362
C -1.112 -4.245 -1.629
C -0.694 -2.949 -1.330
N 0.658 -2.776 -0.918
C 1.704 -3.579 -1.214
C 2.802 -3.110 -0.531
C 2.335 -1.992 0.161
N 1.043 -1.801 -0.080
C -2.171 1.730 -1.360
C -2.586 2.746 -2.220
N -2.194 2.005 0.037
C -2.937 2.945 0.665
C -2.575 2.954 1.990
C -1.597 1.964 2.094
N -1.378 1.399 0.913
H -3.340 3.392 -5.467
H -2.263 4.459 -4.567
H -3.929 4.253 -4.039
H -2.224 1.203 -5.181
H -1.427 -0.565 -3.703
H -3.605 -1.377 -1.927
H -4.295 -3.643 -2.514
H -3.702 -5.995 -2.959
H -2.979 -6.485 -1.427
H -2.004 -6.485 -2.892
H -0.424 -5.069 -1.488
H 1.624 -4.405 -1.897
H 3.800 -3.510 -0.553
H 2.887 -1.321 0.798
H -2.855 3.712 -1.811
H -3.681 3.530 0.156
H -2.977 3.574 2.771
H -1.061 1.646 2.972
N 2.894 1.631 2.839
C 3.819 2.403 2.103
C 4.935 2.924 2.734
C 5.868 3.660 2.014
C 5.699 3.863 0.658
C 4.578 3.342 0.020
C 3.640 2.633 0.743
S 2.170 2.044 -0.075
N 1.542 0.969 1.052
C 1.909 0.882 2.276
C 1.197 -0.115 3.114
C 1.601 -0.485 4.388
C 0.852 -1.423 5.085
C -0.273 -1.968 4.493
C -0.599 -1.555 3.209
N 0.114 -0.658 2.542
H 3.063 1.560 3.826
H 5.074 2.762 3.797
H 6.730 4.070 2.524
H 6.428 4.423 0.089
H 4.423 3.507 -1.039
H 2.494 -0.077 4.839
H 1.151 -1.727 6.080
H -0.883 -2.697 5.004
H -1.465 -1.957 2.697
*
```


Entry 2:
Here is a gas-phase ion, C4H12N2 (charge -1) at a distorted geometry from OMol25. Energies are from the ωB97M-V functional and the def2-TZVPD basis.

Calculated values
**Maximum force**: 1.039 eV/A
**Molecular weight**: 88.15 g/mol
**E**: -7321.1167 eV

ORCA input file:
```
! wB97M-V def2-TZVPD RIJCOSX def2/J DEFGRID3
* xyz -1 2
C 1.687 -1.191 -0.572
C 0.779 -0.173 0.136
C -0.719 -0.457 -0.143
C -1.603 0.761 0.056
N -1.463 1.717 -1.027
N 1.014 -0.149 1.579
H 1.787 -0.959 -1.634
H 1.314 -2.216 -0.509
H 2.664 -1.178 -0.075
H 1.076 0.796 -0.257
H -0.796 -0.881 -1.144
H -1.021 -1.222 0.579
H -1.342 1.217 1.012
H -2.646 0.449 0.115
H -2.326 2.236 -1.153
H -0.744 2.393 -0.802
H 0.367 -0.764 2.056
H 1.974 -0.380 1.786
*
```


Entry 3:
Here is a molecular structure, C40H36AsBr2N3OS5Tl from OMol25. Energies are from the ωB97M-V functional and the def2-TZVPD basis.

Calculated values
**Maximum force**: 0.166 eV/A
**Molecular weight**: 1174.20 g/mol
**E**: -308378.3076 eV

ORCA input file:
```
! wB97M-V def2-TZVPD RIJCOSX def2/J DEFGRID3
* xyz -1 1
Tl 1.760 0.119 0.451
C 0.124 3.815 3.461
C -1.229 3.385 4.022
S -2.257 2.473 2.840
C -2.779 1.037 3.810
C -1.680 0.199 4.452
S -0.461 -0.425 3.272
C 1.112 -0.006 4.060
C 1.430 1.467 4.322
S 1.280 2.550 2.874
H 0.622 4.431 4.215
H -0.028 4.456 2.589
H -1.766 4.282 4.337
H -1.098 2.774 4.914
H -3.338 0.433 3.091
H -3.488 1.346 4.583
H -2.153 -0.639 4.968
H -1.153 0.771 5.217
H 1.852 -0.420 3.374
H 1.221 -0.568 4.990
H 2.462 1.513 4.674
H 0.799 1.868 5.118
Br -3.019 4.255 -3.515
C -1.821 3.333 -2.376
C -2.306 2.556 -1.344
C -1.366 1.942 -0.529
N -0.058 2.069 -0.691
C 0.398 2.799 -1.706
C -0.460 3.462 -2.580
C 1.883 2.909 -1.836
C 2.468 3.369 -3.012
C 3.845 3.449 -3.058
Br 4.689 4.043 -4.642
C 4.603 3.079 -1.967
C 3.926 2.613 -0.849
N 2.602 2.525 -0.779
H -3.365 2.423 -1.174
H -1.682 1.323 0.305
H -0.093 4.075 -3.388
H 1.885 3.607 -3.887
H 5.682 3.121 -1.981
H 4.472 2.257 0.016
O 2.354 0.622 -4.570
S 2.750 -0.101 -3.339
N 1.852 -0.110 -2.178
S 4.439 0.595 1.999
C 4.266 -0.997 2.691
C 4.437 -1.213 4.071
C 4.221 -2.452 4.647
C 3.826 -3.539 3.872
C 3.686 -3.359 2.503
C 3.916 -2.121 1.922
H 4.727 -0.369 4.685
H 4.356 -2.573 5.717
H 3.649 -4.507 4.324
H 3.403 -4.196 1.874
H 3.853 -2.011 0.846
C 0.445 -5.429 -3.334
C 1.343 -4.642 -2.633
C 0.915 -3.460 -2.037
C -0.413 -3.067 -2.143
C -1.311 -3.857 -2.855
C -0.884 -5.035 -3.446
As -0.930 -1.386 -1.287
C -2.743 -1.835 -0.741
C -3.124 -2.529 0.399
C -4.472 -2.678 0.695
C -5.434 -2.115 -0.135
C -5.059 -1.404 -1.265
C -3.709 -1.263 -1.577
C -3.161 -0.534 -2.739
C -3.907 0.112 -3.722
C -3.254 0.764 -4.756
C -1.865 0.780 -4.816
C -1.108 0.151 -3.837
C -1.763 -0.508 -2.805
H 0.778 -6.348 -3.801
H 2.382 -4.938 -2.553
H 1.622 -2.830 -1.512
H -2.346 -3.548 -2.948
H -1.587 -5.646 -4.000
H -2.373 -2.950 1.058
H -4.775 -3.228 1.578
H -6.485 -2.226 0.105
H -5.819 -0.962 -1.899
H -4.990 0.111 -3.682
H -3.833 1.272 -5.518
H -1.362 1.296 -5.625
H -0.026 0.190 -3.871
*
```


Entry 4:
Here is a molecular structure, C30H70N2O6 at a distorted geometry from OMol25. Energies are from the ωB97M-V functional and the def2-TZVPD basis.

Calculated values
**Maximum force**: 12.706 eV/A
**Molecular weight**: 554.90 g/mol
**E**: -47469.3223 eV

ORCA input file:
```
! wB97M-V def2-TZVPD RIJCOSX def2/J DEFGRID3
* xyz 0 1
C -1.162 1.149 6.545
C -0.615 1.392 5.053
C 0.995 1.190 5.042
C 1.546 -0.223 4.851
C 0.855 -1.034 3.735
C -0.781 -0.844 3.817
N -1.158 0.511 4.070
O -2.438 0.799 3.789
C -1.118 -1.264 2.401
C -1.180 -1.865 4.984
C -0.908 2.897 4.627
H -2.196 0.805 6.576
H -0.931 2.073 7.075
H -0.674 0.240 6.898
H 1.556 1.903 4.438
H 1.418 1.337 6.036
H 1.409 -0.862 5.723
H 2.613 -0.321 4.651
H 1.171 -2.073 3.827
H 1.352 -0.741 2.810
H -1.100 -2.349 2.304
H -2.201 -1.148 2.398
H -0.652 -0.711 1.586
H -0.769 -2.844 4.737
H -0.667 -1.587 5.905
H -2.267 -1.837 4.910
H -0.487 3.031 3.631
H -0.597 3.670 5.331
H -1.986 3.049 4.591
H -2.890 0.342 4.502
C 0.932 2.438 -6.129
C -0.042 1.438 -5.432
C 0.929 0.328 -5.020
C 0.382 -0.574 -3.895
C -0.146 0.212 -2.684
C -1.002 1.516 -3.032
N -0.576 2.151 -4.265
O -1.432 3.217 -4.610
C -2.472 1.027 -3.152
C -0.661 2.449 -1.779
C -1.204 0.799 -6.419
H 1.687 2.843 -5.455
H 0.446 3.228 -6.701
H 1.424 1.790 -6.854
H 1.084 -0.407 -5.809
H 1.853 0.718 -4.592
H 1.081 -1.351 -3.589
H -0.440 -1.185 -4.269
H 0.679 0.588 -2.080
H -0.612 -0.560 -2.072
H -2.917 0.770 -2.191
H -2.990 1.946 -3.426
H -2.666 0.303 -3.943
H -1.147 3.397 -2.006
H -1.057 2.061 -0.840
H 0.363 2.814 -1.859
H -1.606 -0.154 -6.074
H -0.934 0.740 -7.474
H -1.969 1.572 -6.505
H -2.096 2.685 -5.055
C 2.289 -2.149 0.041
C 1.405 -3.456 0.083
C 2.342 -4.581 0.167
O 0.354 -3.353 1.092
H 2.683 -2.007 1.047
H 1.748 -1.207 -0.052
H 3.062 -2.251 -0.721
H 0.845 -3.619 -0.837
H 2.801 -4.790 -0.799
H 1.808 -5.516 0.336
H 3.114 -4.498 0.932
H 0.650 -2.962 1.918
C 2.083 -1.697 -2.150
C 1.863 -2.194 -3.586
C 3.053 -2.828 -4.297
O 0.852 -3.232 -3.634
H 1.220 -1.106 -1.843
H 2.951 -1.040 -2.084
H 2.185 -2.572 -1.507
H 1.591 -1.272 -4.100
H 2.722 -3.037 -5.315
H 3.413 -3.822 -4.031
H 3.880 -2.133 -4.154
H 1.302 -3.980 -3.235
C -0.305 -0.784 0.401
C 0.533 0.512 0.429
C 1.842 0.459 -0.454
O -0.429 1.473 -0.005
H -0.585 -1.061 -0.616
H -1.182 -0.764 1.049
H 0.282 -1.626 0.767
H 0.912 0.771 1.417
H 1.957 1.271 -1.172
H 1.881 -0.493 -0.984
H 2.784 0.529 0.091
H -1.066 1.614 0.699
C -3.306 1.340 1.975
C -2.074 2.096 1.649
C -1.962 3.395 2.537
O -0.878 1.311 1.834
H -3.451 1.135 3.035
H -3.244 0.393 1.437
H -4.216 1.793 1.583
H -2.118 2.434 0.613
H -2.836 3.903 2.128
H -1.005 3.886 2.359
H -2.101 3.222 3.604
H -0.679 1.005 2.721
*
```